(1)
{"formula": "C18H27AgB12Br6N6P", "method": "the ωB97M-V functional and the def2-TZVPD basis", "elements": ["Ag", "C", "C", "N", "N", "C", "B", "N", "C", "C", "C", "N", "N", "C", "C", "C", "N", "H", "H", "H", "H", "H", "H", "H", "H", "H", "H", "Br", "B", "B", "C", "B", "B", "B", "B", "B", "Br", "B", "Br", "B", "Br", "B", "Br", "B", "Br", "H", "H", "H", "H", "H", "H", "C", "P", "C", "C", "C", "C", "C", "C", "C", "H", "H", "H", "H", "H", "H", "H", "H", "H", "H", "H"], "xyz": [[-0.6132, -0.9183, -0.3753], [-1.8707, -3.1465, -4.3833], [-1.0830, -2.1791, -3.7561], [-1.3307, -2.1348, -2.4486], [-2.2717, -3.0706, -2.2129], [-2.6112, -3.6922, -3.3569], [-2.7111, -3.4483, -0.7907], [-3.3185, -2.2221, -0.0510], [-4.5037, -2.1438, 0.5654], [-4.5865, -0.9332, 1.2362], [-3.3697, -0.3115, 0.9865], [-2.6312, -1.1021, 0.2032], [-1.4417, -3.8681, -0.0088], [-1.1176, -5.0788, 0.4662], [0.1783, -5.0329, 0.9498], [0.5889, -3.7210, 0.7338], [-0.3961, -3.0417, 0.1509], [-1.8844, -3.4062, -5.4270], [-0.3352, -1.5451, -4.2050], [-3.3407, -4.4848, -3.3695], [-3.5058, -4.3324, -0.8159], [-5.2203, -2.9449, 0.4989], [-5.3969, -0.5638, 1.8391], [-2.9900, 0.6363, 1.3362], [-1.8183, -5.8959, 0.4246], [0.7482, -5.8248, 1.4021], [1.5340, -3.2590, 0.9638], [1.9323, -0.6464, -0.8392], [2.8673, 0.0669, 0.7702], [4.6226, 0.0801, 0.8498], [4.9542, -0.0211, 2.5103], [3.6692, -0.9779, 1.9385], [3.5999, -0.1999, 3.5244], [4.4850, 1.3332, 3.4199], [5.1210, 1.5054, 1.7673], [3.7388, 1.6216, 0.6492], [3.7034, 2.5921, -1.0534], [3.6792, 2.4177, 2.2585], [3.6967, 4.3604, 2.4651], [2.7090, 1.3364, 3.3605], [1.5856, 2.0384, 4.7907], [2.2049, -0.1011, 2.4218], [0.4372, -0.9363, 2.6983], [2.2450, 1.5142, 1.6322], [0.5460, 2.3206, 1.0443], [5.3373, -0.4112, 0.0551], [5.8601, -0.5279, 2.8033], [3.7910, -2.1470, 1.8567], [3.6577, -0.8562, 4.4979], [5.1335, 1.6905, 4.3321], [6.1862, 1.9743, 1.6043], [-2.7964, 0.9033, -2.3247], [-1.2085, 1.2607, -1.5064], [0.0019, 1.3193, -2.8563], [-1.3896, 2.9649, -0.9506], [-2.6036, 3.3716, -0.3914], [-2.8120, 4.7077, -0.1063], [-1.8025, 5.6331, -0.3437], [-0.5805, 5.2207, -0.8602], [-0.3606, 3.8862, -1.1493], [-3.6009, 0.8124, -1.5967], [-2.7190, -0.0296, -2.8821], [-3.0034, 1.7350, -2.9975], [-0.3015, 2.0980, -3.5555], [0.0011, 0.3534, -3.3545], [1.0052, 1.5255, -2.4830], [-3.3893, 2.6538, -0.1902], [-3.7598, 5.0311, 0.3018], [-1.9623, 6.6776, -0.1128], [0.2114, 5.9371, -1.0307], [0.6060, 3.5767, -1.5232]], "atomic_forces_ev_per_a": [[-0.26, -0.06, -0.16], [-0.01, 0.02, -0.02], [-0.02, -0.07, 0.02], [0.19, 0.24, -0.22], [-0.28, -0.07, 0.00], [0.05, 0.00, -0.15], [0.48, 0.17, -0.05], [-0.19, -0.13, -0.05], [-0.13, 0.17, 0.09], [0.05, 0.00, 0.00], [-0.08, -0.04, 0.00], [0.51, 0.56, 0.08], [-0.23, -0.13, 0.01], [0.20, -0.10, 0.09], [-0.07, 0.00, 0.00], [-0.05, -0.12, -0.08], [0.27, 0.75, 0.06], [-0.02, -0.04, 0.02], [0.01, 0.03, 0.02], [-0.01, 0.02, 0.07], [-0.07, -0.05, 0.04], [0.07, -0.05, -0.06], [-0.01, -0.03, -0.02], [0.06, -0.03, 0.01], [-0.03, 0.04, -0.04], [-0.04, -0.02, -0.02], [-0.05, 0.08, 0.02], [-0.23, -0.19, -0.05], [-0.11, 0.43, 0.55], [-0.05, -0.12, -0.16], [-0.48, 0.15, -0.18], [0.06, -0.10, -0.08], [-0.20, 0.08, -0.01], [-0.07, 0.11, -0.03], [-0.10, 0.13, -0.01], [-0.09, -0.12, 0.05], [0.08, -0.02, 0.11], [-0.29, -0.04, 0.05], [-0.07, -0.33, -0.09], [-0.04, 0.13, -0.12], [0.14, -0.06, -0.19], [-0.06, 0.07, -0.12], [0.32, 0.09, 0.11], [0.16, -0.17, 0.17], [1.02, -0.50, 0.92], [0.03, 0.00, -0.07], [0.00, -0.02, -0.02], [-0.06, -0.06, -0.06], [-0.02, -0.02, 0.05], [0.02, 0.03, 0.04], [0.04, 0.01, -0.06], [0.08, -0.33, 0.29], [-0.04, 0.08, -0.77], [0.14, -0.21, 0.31], [-0.37, -0.53, 0.09], [-0.05, -0.07, -0.04], [-0.03, 0.08, 0.08], [0.04, -0.08, 0.00], [-0.01, 0.03, -0.09], [-0.02, 0.30, -0.40], [0.01, 0.02, -0.02], [0.06, -0.01, 0.06], [0.05, 0.06, 0.00], [-0.11, 0.03, 0.02], [0.01, -0.03, -0.02], [-0.04, 0.05, 0.02], [-0.02, 0.02, -0.05], [0.01, -0.02, 0.02], [-0.01, 0.00, 0.00], [0.00, 0.00, 0.02], [-0.03, 0.01, -0.02]], "multiplicity": 1, "max_force_ha_per_bohr": 0.028, "homo_lumo_gap_ev": 4.770, "charge": 1}

=====

(2)
{"formula": "C5H6O2", "method": "the ωB97M-V functional and the def2-TZVPD basis", "elements": ["O", "C", "C", "C", "C", "C", "O", "H", "H", "H", "H", "H", "H"], "xyz": [[1.9959, 0.9643, -0.8680], [1.2308, -0.1444, -1.0477], [0.2479, -0.5698, -0.2733], [-0.5635, -0.4677, 0.9513], [-0.7709, -1.5975, -0.0577], [-0.2915, 2.6901, 0.3249], [-1.3746, 2.9301, 0.5599], [1.5250, -0.6895, -1.9408], [-1.3482, 0.2841, 1.0303], [-0.1102, -0.7323, 1.9064], [-1.6786, -1.5629, -0.6585], [-0.4606, -2.5987, 0.2351], [1.5987, 1.4941, -0.1618]], "atomic_forces_ev_per_a": [[-0.04, 0.09, 0.20], [-0.23, -0.32, -0.01], [0.15, 0.10, -0.10], [-0.04, 0.09, 0.16], [-0.07, -0.19, -0.10], [-1.30, 0.37, 0.34], [1.26, -0.23, -0.31], [-0.08, 0.08, 0.11], [0.16, -0.19, -0.06], [-0.02, 0.07, -0.20], [0.16, -0.01, 0.10], [-0.04, 0.16, -0.03], [0.11, -0.02, -0.10]], "multiplicity": 1, "max_force_ha_per_bohr": 0.027, "homo_lumo_gap_ev": 9.570, "de_lowest_kj_mol": 217.82}

=====

(3)
{"formula": "CH3N3O", "method": "the ωB97M-V functional and the def2-TZVPD basis", "elements": ["C", "N", "N", "N", "O", "H", "H", "H"], "xyz": [[-1.4827, 0.6029, -0.2656], [-0.7669, 1.4675, -0.4561], [-3.6222, -0.4995, 0.2475], [4.1344, -0.5710, 0.0415], [5.0769, -0.1939, -0.5369], [-2.6518, -0.8834, 0.2138], [-3.8817, 0.1061, 1.0117], [3.1942, -0.0287, -0.2560]], "atomic_forces_ev_per_a": [[-2.06, -2.01, 0.80], [1.55, 1.75, -0.44], [1.89, -0.21, 1.09], [-7.93, 1.41, 0.55], [6.21, 1.04, -2.45], [-0.47, -0.23, -1.19], [-0.86, 0.68, -0.25], [1.68, -2.42, 1.91]], "multiplicity": 1, "max_force_ha_per_bohr": 0.157, "homo_lumo_gap_ev": [3.372, 2.574], "de_lowest_kj_mol": 1420.83}

=====

(4)
{"formula": "C18H16N2O8S2V", "method": "the ωB97M-V functional and the def2-TZVPD basis", "elements": ["V", "C", "C", "O", "C", "C", "C", "N", "N", "C", "O", "C", "C", "C", "C", "C", "C", "H", "H", "H", "H", "H", "H", "H", "H", "H", "H", "H", "H", "O", "S", "O", "O", "C", "C", "C", "C", "C", "C", "S", "O", "O", "O", "H", "H", "H", "H"], "xyz": [[-0.9024, -0.3139, -0.5108], [-4.9278, 0.0517, -0.9532], [-3.5480, 0.6006, -0.8151], [-2.5886, -0.2090, -1.1857], [-3.2864, 1.8718, -0.3704], [-2.0004, 2.4614, -0.4414], [-1.8312, 3.9445, -0.3862], [-0.9665, 1.6833, -0.6578], [0.2179, 2.2591, -1.0410], [0.9716, 1.3203, -1.5331], [0.5283, 0.0809, -1.6174], [2.3365, 1.5875, -2.0113], [3.2070, 0.5164, -2.1912], [4.5031, 0.7549, -2.6223], [4.9248, 2.0518, -2.8770], [4.0536, 3.1192, -2.6949], [2.7604, 2.8908, -2.2588], [-5.0749, -0.3208, -1.9673], [-5.0433, -0.7940, -0.2735], [-5.6785, 0.8038, -0.7255], [-4.1262, 2.5030, -0.1212], [-2.7440, 4.4213, -0.0382], [-0.9969, 4.2004, 0.2651], [-1.5847, 4.3236, -1.3791], [2.8662, -0.4876, -1.9736], [5.1851, -0.0743, -2.7554], [5.9365, 2.2338, -3.2164], [4.3851, 4.1300, -2.8937], [2.0711, 3.7106, -2.1085], [-0.7001, 0.3190, 3.2655], [-0.6529, -0.5182, 2.1175], [0.3087, -0.0757, 1.0419], [-1.9144, -0.6436, 1.3421], [-0.1461, -2.1384, 2.6236], [-0.2383, -2.3661, 3.9901], [0.0771, -3.6097, 4.5158], [0.4813, -4.6257, 3.6715], [0.5778, -4.4012, 2.3050], [0.2726, -3.1628, 1.7615], [0.5688, -3.0432, -0.0077], [1.8067, -2.3417, -0.1725], [0.4580, -4.3734, -0.5194], [-0.6097, -2.2145, -0.5001], [-0.5548, -1.5576, 4.6328], [0.0037, -3.7759, 5.5819], [0.7259, -5.6014, 4.0700], [0.8880, -5.1907, 1.6356]], "atomic_forces_ev_per_a": [[-0.21, 0.05, -0.14], [0.00, -0.03, 0.00], [0.04, 0.04, 0.04], [0.07, 0.00, 0.03], [-0.03, -0.02, -0.01], [0.01, -0.01, -0.01], [0.00, 0.00, 0.00], [0.00, 0.03, 0.02], [0.00, -0.03, 0.00], [-0.02, -0.03, 0.03], [0.02, -0.04, 0.03], [0.00, -0.01, -0.01], [0.01, 0.01, -0.01], [-0.01, 0.00, 0.00], [0.01, 0.00, 0.00], [0.00, 0.00, 0.00], [0.01, -0.01, 0.00], [0.00, 0.01, 0.00], [0.00, 0.00, 0.00], [-0.01, 0.00, 0.00], [0.01, 0.01, 0.00], [0.00, 0.00, 0.00], [0.00, 0.00, 0.00], [0.00, 0.00, 0.00], [0.00, 0.00, 0.00], [0.00, 0.00, 0.00], [0.00, 0.00, 0.00], [0.00, 0.00, 0.00], [0.00, 0.00, 0.00], [0.01, -0.01, 0.01], [-0.02, 0.00, 0.00], [-0.04, 0.04, 0.00], [0.06, 0.03, -0.01], [0.01, -0.02, -0.01], [0.00, -0.01, -0.02], [-0.01, 0.01, 0.01], [0.01, -0.02, 0.00], [-0.01, 0.02, 0.01], [0.00, -0.01, 0.02], [-0.04, 0.04, -0.01], [-0.01, 0.00, 0.00], [-0.01, -0.02, -0.01], [0.15, -0.02, 0.01], [0.00, -0.01, 0.01], [0.00, 0.01, 0.00], [0.00, 0.00, -0.01], [0.00, 0.00, 0.00]], "multiplicity": 2, "max_force_ha_per_bohr": 0.005, "s_squared": 0.7893, "homo_lumo_gap_ev": [6.972, 7.895], "de_lowest_kj_mol": 0.00}

=====

(5)
{"formula": "C3H8Br2Si", "method": "the ωB97M-V functional and the def2-TZVPD basis", "elements": ["C", "C", "C", "Si", "Br", "Br", "H", "H", "H", "H", "H", "H", "H", "H"], "xyz": [[1.5772, 0.1800, -1.3501], [-1.0090, 0.9227, 0.1409], [1.0285, -0.9635, 1.2323], [0.1372, -0.5841, -0.3499], [2.1988, -2.3526, 1.5304], [-2.0812, -2.0343, 2.5884], [1.8385, 1.1451, -1.0247], [2.3794, -0.5182, -1.4141], [1.1745, 0.2094, -2.3423], [-0.6240, 1.2069, 1.0944], [-0.8355, 1.6516, -0.5634], [-2.0953, 0.8171, 0.1150], [0.7678, -0.3546, 2.0722], [-0.2951, -1.5928, -1.3456]], "atomic_forces_ev_per_a": [[-1.33, -1.18, 0.31], [-0.14, -2.97, -0.04], [-0.92, -2.26, 0.42], [-0.65, 2.07, -1.04], [-0.53, 0.90, -0.11], [1.15, 0.43, -0.62], [0.65, 1.13, 0.37], [0.96, -0.31, 0.19], [-0.31, 0.36, -0.74], [-0.13, 0.49, 0.79], [0.85, 1.92, -1.58], [0.21, -0.55, 0.54], [0.38, 0.35, 0.76], [-0.19, -0.38, 0.74]], "multiplicity": 1, "max_force_ha_per_bohr": 0.058, "homo_lumo_gap_ev": [5.110, 5.021], "de_lowest_kj_mol": 500.09}

=====

(6)
{"formula": "C5H8O2", "method": "the ωB97M-V functional and the def2-TZVPD basis", "elements": ["O", "C", "C", "C", "C", "C", "O", "H", "H", "H", "H", "H", "H", "H", "H"], "xyz": [[-0.3180, 1.8560, 0.5956], [0.3856, 0.9348, 1.0488], [-0.1843, -0.3032, 1.6981], [-0.1669, -1.5249, 0.7053], [-0.5925, -1.0973, -0.7071], [0.4747, -0.2956, -1.4253], [0.3482, 0.7370, -2.0858], [1.4819, 1.0416, 1.0367], [-1.2350, -0.2731, 1.9988], [0.3696, -0.7301, 2.5440], [-0.9563, -2.1913, 1.1082], [0.7305, -2.1349, 0.5907], [-1.4120, -0.3850, -0.5216], [-1.0238, -1.7763, -1.4533], [1.4370, -0.8568, -1.5946]], "atomic_forces_ev_per_a": [[-0.31, 0.13, 0.31], [0.02, -0.09, -0.18], [0.68, -1.71, -0.99], [-1.31, -0.76, -0.82], [-0.72, 2.20, 0.15], [1.09, -0.29, 0.05], [-0.68, 0.05, -0.12], [0.12, -0.16, 0.23], [0.04, 0.78, -0.02], [0.22, 0.66, 0.29], [0.32, -0.27, -0.18], [0.43, 0.36, 0.60], [0.05, 0.05, -0.31], [0.26, -0.88, 0.52], [-0.20, -0.07, 0.47]], "multiplicity": 2, "max_force_ha_per_bohr": 0.045, "s_squared": 0.7544, "homo_lumo_gap_ev": [4.450, 8.316], "charge": -1, "de_lowest_kj_mol": 41.69}

=====

(7)
{"formula": "C4H11NO", "method": "the ωB97M-V functional and the def2-TZVPD basis", "elements": ["C", "C", "N", "C", "C", "H", "H", "H", "H", "H", "H", "H", "H", "H", "H", "H", "O"], "xyz": [[-0.6232, 1.9006, 0.8637], [-0.4151, 0.8591, 0.0767], [0.7200, 0.9576, -0.8202], [1.5551, -0.3142, -0.8147], [1.5404, -1.1900, 0.4747], [-1.5246, 2.0953, 1.4145], [0.0381, 2.7587, 0.7721], [-1.0571, -0.0223, 0.1299], [0.3596, 0.9091, -1.7690], [1.3748, -0.8765, -1.7360], [2.5581, 0.1106, -0.8128], [2.3336, -1.9084, 0.5074], [1.6540, -0.5073, 1.3235], [0.5324, -1.5662, 0.6236], [-3.4392, -1.6116, -0.4649], [-2.8718, -0.6345, 0.5709], [-2.7353, -0.9599, -0.3395]], "atomic_forces_ev_per_a": [[-0.15, 0.91, -0.51], [0.35, 0.59, 0.19], [-0.51, -2.22, 0.28], [1.10, 0.60, 0.89], [-1.46, 2.05, -0.39], [-0.21, -0.48, 0.51], [0.05, -0.15, 0.04], [0.57, 0.32, -0.43], [-0.29, 0.63, 0.08], [0.09, -0.16, 0.26], [0.31, -0.39, -0.61], [0.16, -0.56, -0.21], [0.31, -0.03, -0.04], [0.13, -0.82, -0.02], [0.16, 0.12, -0.02], [0.00, -0.20, -0.61], [-0.63, -0.20, 0.59]], "multiplicity": 1, "max_force_ha_per_bohr": 0.049, "smiles": "C=CNCC.O", "homo_lumo_gap_ev": 9.615, "de_lowest_kj_mol": 221.26}

=====

(8)
{"formula": "C4H12BNO5", "method": "the ωB97M-V functional and the def2-TZVPD basis", "elements": ["B", "C", "C", "C", "C", "N", "O", "O", "O", "O", "O", "H", "H", "H", "H", "H", "H", "H", "H", "H", "H", "H", "H"], "xyz": [[2.1060, 0.0383, -0.4331], [-0.3411, -2.2514, 0.8833], [-0.8258, 2.7332, -0.0810], [-1.0637, -1.2124, 0.0413], [-1.2879, 1.2557, -0.2304], [-0.5166, 0.1589, 0.2604], [2.3493, -0.1630, 0.9009], [3.0634, 0.1260, -1.4139], [-1.1877, -1.5716, -1.3301], [-1.8120, 1.0562, -1.4817], [0.8734, 0.1103, -0.9157], [-0.9726, -2.5601, 1.7004], [-0.1506, -3.2084, 0.3419], [0.7386, -1.9449, 0.9736], [-1.2644, 3.3353, 0.5886], [0.3145, 2.8134, 0.2012], [-1.1499, 3.1881, -0.9997], [-2.0923, -0.9460, 0.2530], [-2.1511, 1.2885, 0.4152], [3.2229, -0.5310, 1.0320], [3.9403, -0.2097, -1.0976], [-0.4149, -1.3819, -1.8837], [-1.5338, 0.1020, -1.6796]], "atomic_forces_ev_per_a": [[0.35, -0.07, 0.37], [1.27, -0.73, -1.63], [4.46, -2.39, -1.81], [0.46, 1.36, -1.11], [-0.78, 1.28, 0.74], [3.49, -0.27, -1.26], [0.23, -0.27, 0.24], [1.87, -0.74, 0.45], [-0.21, -0.10, -0.64], [0.59, -1.84, -1.79], [-4.28, 0.45, 1.18], [0.56, 0.40, 0.93], [-0.84, 0.67, -0.24], [-1.35, 0.16, 1.13], [-2.11, 1.32, 3.22], [-2.03, -0.10, -1.24], [0.81, 0.19, -0.81], [-0.51, -0.88, 0.92], [-0.48, -0.81, 1.17], [0.27, 0.14, 0.36], [-1.11, 0.68, -0.60], [0.44, -0.10, 0.77], [-1.09, 1.67, -0.34]], "multiplicity": 1, "max_force_ha_per_bohr": 0.104, "homo_lumo_gap_ev": 9.684, "de_lowest_kj_mol": 32.77}

=====

Number 1: total energy -469709.4224 eV. Number 2: total energy -9374.8380 eV. Number 3: total energy -7588.8764 eV. Number 4: total energy -85646.2921 eV. Number 5: total energy -151200.2123 eV. Number 6: total energy -9407.8507 eV. Number 7: total energy -7862.2603 eV. Number 8: total energy -16746.3336 eV.